Entry 1:
Here is C30H34F3IrN6O8S2 as an isolated structure from the Open Molecules 2025 dataset. Energies are from the ωB97M-V functional and the def2-TZVPD basis.

```
84
Properties=species:S:1:pos:R:3
Ir -0.29691 -0.92039 -0.67884
C 5.93007 0.03914 -3.63021
O 5.39577 1.01054 -4.51245
C 4.35895 0.62579 -5.30462
C 3.85680 -0.67199 -5.35710
C 2.74817 -0.94955 -6.14149
C 2.12830 0.05731 -6.87084
C 2.70138 1.32334 -6.89558
C 3.79635 1.61578 -6.10544
N 0.93850 -0.12185 -7.67372
N -0.10499 -0.67800 -7.27573
C -0.33342 -1.05345 -5.90261
C -0.59007 -2.37927 -5.64865
C -0.67890 -2.88889 -4.34728
C -0.51048 -2.04617 -3.25775
O -0.49665 -2.43948 -2.01888
C -0.33196 -0.65781 -3.52007
N -0.21513 0.14083 -2.40714
C -0.18964 1.44491 -2.56035
C -0.24486 2.04535 -3.82888
C -0.28446 1.27206 -4.95056
C -0.30587 -0.13552 -4.82183
H 6.70721 0.54348 -3.06229
H 6.37158 -0.79717 -4.17819
H 5.16327 -0.33921 -2.94743
H 4.30065 -1.46883 -4.77859
H 2.35131 -1.95466 -6.14988
H 2.25127 2.08663 -7.51859
H 4.22729 2.60805 -6.08734
H -0.67230 -3.05182 -6.49412
H -0.86066 -3.94074 -4.17618
H -0.14323 2.04762 -1.66998
H -0.24894 3.12494 -3.88549
H -0.32728 1.72400 -5.93168
O 1.66640 -1.26536 -0.73985
N 2.08570 -1.42896 0.54266
C 2.96715 -2.41840 0.77486
C 3.48042 -2.60323 2.02683
C 3.04754 -1.75405 3.05150
C 2.11775 -0.77987 2.78920
C 1.59658 -0.61197 1.49829
S 0.34576 0.51159 1.09937
H 3.19671 -3.01698 -0.09329
H 4.18025 -3.40482 2.20550
H 3.42145 -1.88156 4.05840
H 1.73775 -0.14184 3.57363
C -3.08307 4.03418 1.51227
N -1.75220 4.59072 1.37570
C -1.45727 5.75119 2.19693
C -0.34768 6.56380 1.56859
C 0.83434 5.65792 1.31206
N 0.43119 4.48483 0.55410
C 1.52337 3.76188 -0.07169
C -0.82954 3.95955 0.59275
O -1.14818 2.96180 -0.07491
H -3.82559 4.66907 1.02208
H -3.33913 3.95186 2.57074
H -3.11080 3.04954 1.06333
H -1.18532 5.44310 3.21428
H -2.36908 6.34633 2.27316
H -0.05834 7.38627 2.22237
H -0.69702 6.98774 0.62458
H 1.29944 5.35311 2.25840
H 1.59727 6.18278 0.73334
H 1.84069 4.24713 -0.99909
H 1.23454 2.73860 -0.26823
H 2.37252 3.73957 0.61512
C -4.56441 -0.49946 0.05901
C -3.27960 0.08630 0.59116
O -2.32184 0.24102 -0.48516
H -5.28907 -0.58544 0.87043
H -4.38683 -1.48843 -0.35286
H -4.98425 0.14497 -0.71474
H -2.84155 -0.53203 1.37505
H -3.46020 1.07796 1.00956
H -1.90200 1.11204 -0.37734
F -0.17738 -4.87399 -0.14062
C -0.97959 -4.80927 0.91876
F -0.26380 -5.12259 2.00506
F -1.94660 -5.71344 0.77763
S -1.70707 -3.12812 1.09967
O -2.59915 -2.97633 -0.01141
O -2.24526 -3.09609 2.42474
O -0.46606 -2.27990 0.95964
```

Values from the calculation:
orbital gap: 7.1 eV
net charge: 0
E_HOMO: -7.124 eV
relative energy (zero: lowest compared OMol25 entry of this formula, charge and spin): 27.7 kcal/mol

How is the electron density shared among the atoms? According to Mulliken, the charges in e are: atom 1 (Ir): 2.76, atom 2 (C): -0.70, atom 3 (O): -0.46, atom 4 (C): 0.88, atom 5 (C): -0.34, atom 6 (C): -0.58, atom 7 (C): 0.06, atom 8 (C): -0.17, atom 9 (C): -0.67, atom 10 (N): -0.39, atom 11 (N): -0.59, atom 12 (C): -0.07, atom 13 (C): -0.40, atom 14 (C): -0.91, atom 15 (C): 1.00, atom 16 (O): -0.79, atom 17 (C): 0.47, atom 18 (N): -0.33, atom 19 (C): 0.45, atom 20 (C): -1.48, atom 21 (C): -0.47, atom 22 (C): -0.05, atom 23 (H): 0.25, atom 24 (H): 0.34, atom 25 (H): 0.21, atom 26 (H): 0.39, atom 27 (H): 0.44, atom 28 (H): 0.43, atom 29 (H): 0.43, atom 30 (H): 0.42, atom 31 (H): 0.52, atom 32 (H): 0.29, atom 33 (H): 0.51, atom 34 (H): 0.62, atom 35 (O): -0.60, atom 36 (N): 0.31, atom 37 (C): -0.27, atom 38 (C): -0.83, atom 39 (C): -0.27, atom 40 (C): -0.85, atom 41 (C): 0.59, atom 42 (S): -0.45, atom 43 (H): 0.47, atom 44 (H): 0.43, atom 45 (H): 0.39, atom 46 (H): 0.48, atom 47 (C): -0.56, atom 48 (N): 0.20, atom 49 (C): -0.67, atom 50 (C): -0.74, atom 51 (C): -0.63, atom 52 (N): 0.31, atom 53 (C): -0.70, atom 54 (C): 0.31, atom 55 (O): -0.80, atom 56 (H): 0.33, atom 57 (H): 0.40, atom 58 (H): -0.28, atom 59 (H): 0.30, atom 60 (H): 0.40, atom 61 (H): 0.36, atom 62 (H): 0.30, atom 63 (H): 0.32, atom 64 (H): 0.39, atom 65 (H): 0.26, atom 66 (H): -0.07, atom 67 (H): 0.36, atom 68 (C): -1.48, atom 69 (C): 0.31, atom 70 (O): -0.52, atom 71 (H): 0.40, atom 72 (H): 0.29, atom 73 (H): 0.37, atom 74 (H): 0.11, atom 75 (H): 0.12, atom 76 (H): 0.33, atom 77 (F): -0.20, atom 78 (C): 0.49, atom 79 (F): -0.23, atom 80 (F): -0.22, atom 81 (S): 1.19, atom 82 (O): -0.63, atom 83 (O): -0.62, atom 84 (O): -1.06



Entry 2:
Here is C30H34N4O3SSn as an isolated structure from the Open Molecules 2025 dataset. Energies are from the ωB97M-V functional and the def2-TZVPD basis.

```
73
Properties=species:S:1:pos:R:3
Sn -0.27509 -0.70622 1.17718
C 3.15624 -1.43198 -6.25519
C 3.04016 -1.21079 -4.77697
C 1.91999 -0.58405 -4.22926
C 1.80363 -0.39887 -2.86415
C 2.83060 -0.84569 -2.03871
C 3.97175 -1.45262 -2.55745
C 4.06595 -1.62877 -3.92279
S 2.66015 -0.67285 -0.31615
O 3.90692 -0.77941 0.36889
O 1.79247 0.46075 -0.02659
N 1.62291 -1.89139 0.14846
C 1.94487 -3.10661 0.57142
C 3.23919 -3.70210 0.45694
C 3.40122 -5.00134 0.87997
C 2.31772 -5.66721 1.43561
C 1.08247 -4.98320 1.56344
N 0.89102 -3.76103 1.14715
H 2.34466 -0.95299 -6.79841
H 3.12908 -2.50048 -6.47696
H 4.10413 -1.04861 -6.63352
H 1.13910 -0.22477 -4.88709
H 0.94711 0.10612 -2.43705
H 4.79052 -1.72476 -1.90362
H 4.95479 -2.08003 -4.34547
H 4.06133 -3.13471 0.04929
H 4.36233 -5.48893 0.79068
H 2.41041 -6.68561 1.78652
H 0.23717 -5.47170 2.03515
C -5.06391 2.41608 2.66330
C -3.55647 2.15280 2.78062
C -2.74935 2.83019 1.70127
C -2.52626 4.19159 1.81685
C -1.74467 4.88403 0.90380
C -1.13313 4.20925 -0.14656
C -1.29061 2.84753 -0.29818
C -0.71410 2.14902 -1.49531
C -1.74261 1.94392 -2.61429
C -2.11931 2.14376 0.62196
N -2.21753 0.78395 0.43566
C -3.36110 0.14179 0.55513
C -3.40486 -1.24952 0.55870
C -4.55359 -2.11129 0.49168
C -4.06909 -3.38055 0.47255
C -2.63405 -3.26409 0.55749
N -2.24617 -2.00417 0.61461
H -5.59612 1.89531 3.45888
H -5.47309 2.08919 1.70582
H -5.27667 3.48042 2.75804
H -3.36409 1.07974 2.80714
H -3.22448 2.54844 3.74201
H -2.96850 4.72403 2.65057
H -1.60846 5.95196 1.01077
H -0.53824 4.75941 -0.86539
H -0.31420 1.17854 -1.19586
H 0.11818 2.74002 -1.87802
H -2.55608 1.29225 -2.29347
H -1.27133 1.49249 -3.48800
H -2.16875 2.89899 -2.92019
H -4.30149 0.68653 0.57875
H -5.58182 -1.78875 0.44773
H -4.62558 -4.30151 0.41081
H -1.91142 -4.06673 0.59655
C 1.47579 3.04309 2.35606
C 1.54826 1.71422 3.03576
C 2.72897 1.41985 3.89480
O 0.66780 0.87429 2.85360
H 2.01625 3.81625 2.89696
H 0.43878 3.33195 2.19269
H 1.94781 2.91913 1.37486
H 2.79369 2.15583 4.69855
H 3.63941 1.53310 3.29925
H 2.67942 0.41756 4.31074
```

Values from the calculation:
orbital gap (alpha / beta): 5.1 / 5.7 eV
net charge: +2
E_HOMO (alpha / beta): -13.690 / -13.948 eV

How is the electron density shared among the atoms? According to Mulliken, the charges in e are: atom 1 (Sn): 1.08, atom 2 (C): -1.49, atom 3 (C): 0.85, atom 4 (C): -0.93, atom 5 (C): 0.04, atom 6 (C): 0.30, atom 7 (C): -0.55, atom 8 (C): -0.77, atom 9 (S): 1.35, atom 10 (O): -0.70, atom 11 (O): -0.49, atom 12 (N): -0.16, atom 13 (C): 0.62, atom 14 (C): -0.30, atom 15 (C): -0.60, atom 16 (C): -0.57, atom 17 (C): -0.18, atom 18 (N): -0.09, atom 19 (H): 0.36, atom 20 (H): 0.35, atom 21 (H): 0.38, atom 22 (H): 0.37, atom 23 (H): -0.04, atom 24 (H): 0.52, atom 25 (H): 0.43, atom 26 (H): 0.36, atom 27 (H): 0.48, atom 28 (H): 0.41, atom 29 (H): 0.42, atom 30 (C): -1.27, atom 31 (C): -1.08, atom 32 (C): 0.90, atom 33 (C): -0.47, atom 34 (C): -1.14, atom 35 (C): -0.67, atom 36 (C): 1.29, atom 37 (C): 0.21, atom 38 (C): -1.24, atom 39 (C): -0.22, atom 40 (N): -0.09, atom 41 (C): -0.67, atom 42 (C): 0.55, atom 43 (C): -0.98, atom 44 (C): -0.78, atom 45 (C): -0.24, atom 46 (N): 0.25, atom 47 (H): 0.41, atom 48 (H): 0.33, atom 49 (H): 0.38, atom 50 (H): 0.35, atom 51 (H): 0.57, atom 52 (H): 0.51, atom 53 (H): 0.43, atom 54 (H): 0.50, atom 55 (H): -1.06, atom 56 (H): 0.77, atom 57 (H): 0.28, atom 58 (H): 0.37, atom 59 (H): 0.36, atom 60 (H): 0.49, atom 61 (H): 0.51, atom 62 (H): 0.47, atom 63 (H): 0.42, atom 64 (C): -0.42, atom 65 (C): 0.86, atom 66 (C): -1.41, atom 67 (O): -0.55, atom 68 (H): 0.47, atom 69 (H): -0.13, atom 70 (H): 0.18, atom 71 (H): 0.42, atom 72 (H): 0.35, atom 73 (H): 0.34



Entry 3:
Here is a 5-piece molecular cluster, C30H34N4O4 overall at a distorted geometry from the Open Molecules 2025 dataset. Energies are from the ωB97M-V functional and the def2-TZVPD basis.

```
72
Properties=species:S:1:pos:R:3
C 0.66658 -2.24268 2.10917
C 1.80383 -2.56683 1.90046
C 3.20586 -2.89952 1.62058
C 3.50961 -2.53447 0.20101
C 4.34590 -1.58457 -0.19173
C 5.14549 -0.72739 0.75390
O 4.29098 0.00730 1.60372
C 3.45553 0.89678 0.88678
C 4.45873 -1.33808 -1.65715
O 5.49444 -0.98556 -2.16840
C 3.21500 -1.56597 -2.43196
C 2.36794 -2.51357 -2.04900
C 1.06006 -2.74525 -2.75957
C 0.20997 -3.90732 -2.23243
C 0.10310 -5.09366 -3.10113
O -1.00384 -4.05340 -2.85926
C 2.79685 -3.30593 -0.85983
O 2.64239 -4.49928 -0.76364
H -0.30941 -2.11505 2.50401
H 3.33075 -3.96761 1.78989
H 3.81694 -2.31758 2.30334
H 5.75283 -1.35929 1.39862
H 5.82538 -0.07247 0.20901
H 2.63010 0.33238 0.44329
H 3.05405 1.63884 1.56775
H 3.99299 1.41522 0.08968
H 3.02397 -0.94595 -3.29614
H 0.44032 -1.86111 -2.60203
H 1.22094 -2.91933 -3.81795
H 0.24720 -4.11354 -1.16809
H -0.36224 -5.99486 -2.73747
H 0.23573 -5.00092 -4.16706
C 1.84701 4.55669 -1.68910
C 1.44427 5.52500 -0.72909
C 0.60273 4.90212 0.15207
N 0.47746 3.59660 -0.24035
C 1.23439 3.37874 -1.35880
H 2.50973 4.70919 -2.52396
H 1.74081 6.55933 -0.69031
H 0.08665 5.27471 1.01995
H -0.08090 2.90465 0.22158
H 1.27067 2.40714 -1.82137
C 0.92733 1.54831 4.06008
C 0.80444 2.70918 4.87164
C -0.09234 3.54374 4.26078
N -0.51556 2.93286 3.11093
C 0.10108 1.71428 2.98292
H 1.55146 0.69006 4.24525
H 1.31729 2.90737 5.79726
H -0.46333 4.51385 4.54299
H -1.17621 3.32058 2.46050
H -0.09979 1.07346 2.13948
C -5.04989 2.23431 1.17513
C -5.57236 2.96175 2.27894
C -4.65439 2.88371 3.29233
N -3.59902 2.13883 2.84388
C -3.83220 1.73704 1.55546
H -5.51589 2.09086 0.21500
H -6.51424 3.48165 2.32243
H -4.66140 3.29344 4.28753
H -2.78130 1.91112 3.38197
H -3.11721 1.13298 1.02238
C -5.60205 -1.64439 -2.86755
C -5.94810 -2.43464 -3.99673
C -4.87502 -3.24209 -4.27089
N -3.89749 -2.97044 -3.35662
C -4.33154 -2.00129 -2.49774
H -6.21474 -0.90280 -2.38299
H -6.87632 -2.41321 -4.54239
H -4.72701 -3.98394 -5.03656
H -2.99378 -3.41295 -3.31756
H -3.70343 -1.64945 -1.69733
```

Values from the calculation:
SMILES string: C#CCC1=C(COC)C(=O)C=C(C[C@@H]2CO2)C1=O.c1cc[nH]c1.c1cc[nH]c1.c1cc[nH]c1.c1cc[nH]c1
orbital gap: 6.9 eV
net charge: 0
E_HOMO: -8.058 eV
relative energy (zero: lowest compared OMol25 entry of this formula, charge and spin): 228.3 kcal/mol

How is the electron density shared among the atoms? According to Mulliken, the charges in e are: atom 1 (C): -0.03, atom 2 (C): -0.66, atom 3 (C): -0.85, atom 4 (C): 0.78, atom 5 (C): 0.57, atom 6 (C): -1.31, atom 7 (O): -0.38, atom 8 (C): -0.70, atom 9 (C): 0.00, atom 10 (O): -0.58, atom 11 (C): -0.66, atom 12 (C): 0.59, atom 13 (C): -0.84, atom 14 (C): 0.15, atom 15 (C): -0.81, atom 16 (O): -0.52, atom 17 (C): 0.28, atom 18 (O): -0.58, atom 19 (H): 0.53, atom 20 (H): 0.38, atom 21 (H): 0.35, atom 22 (H): 0.43, atom 23 (H): 0.41, atom 24 (H): 0.18, atom 25 (H): 0.35, atom 26 (H): 0.41, atom 27 (H): 0.57, atom 28 (H): 0.23, atom 29 (H): 0.41, atom 30 (H): 0.57, atom 31 (H): 0.34, atom 32 (H): 0.27, atom 33 (C): -0.48, atom 34 (C): -0.56, atom 35 (C): -0.31, atom 36 (N): 0.12, atom 37 (C): -0.59, atom 38 (H): 0.41, atom 39 (H): 0.41, atom 40 (H): 0.35, atom 41 (H): 0.15, atom 42 (H): 0.50, atom 43 (C): -0.45, atom 44 (C): -0.68, atom 45 (C): -0.70, atom 46 (N): 0.16, atom 47 (C): -0.65, atom 48 (H): 0.50, atom 49 (H): 0.42, atom 50 (H): 0.48, atom 51 (H): 0.34, atom 52 (H): 0.56, atom 53 (C): -0.51, atom 54 (C): -0.48, atom 55 (C): -0.50, atom 56 (N): 0.03, atom 57 (C): -0.44, atom 58 (H): 0.44, atom 59 (H): 0.40, atom 60 (H): 0.39, atom 61 (H): 0.23, atom 62 (H): 0.45, atom 63 (C): -0.58, atom 64 (C): -0.54, atom 65 (C): -0.44, atom 66 (N): 0.12, atom 67 (C): -0.32, atom 68 (H): 0.38, atom 69 (H): 0.38, atom 70 (H): 0.36, atom 71 (H): 0.35, atom 72 (H): 0.43



Calculated calculated total energy (eV), listed in the same order as above: -89643.178, -60415.528, -45805.640